#w
Below is a structure of composition C28H52GdOP2, with properties calculated with ωB97M-V with the def2-TZVPD basis set.

Element x y z (Å)
1 Gd 0.465 0.297 1.990
2 C -1.799 0.231 3.075
3 C -1.620 -0.915 2.215
4 C -0.107 -1.082 3.976
5 C -0.876 0.111 4.158
6 C -0.596 -1.751 2.813
7 C -2.947 1.170 3.085
8 H -3.889 0.642 2.908
9 H -2.850 1.923 2.305
10 H -3.034 1.724 4.025
11 C -0.922 0.927 5.410
12 H -1.951 0.988 5.825
13 H -0.585 1.960 5.218
14 H -0.292 0.495 6.200
15 C 0.814 -1.649 4.996
16 H 0.364 -1.501 5.988
17 H 1.816 -1.187 5.004
18 H 0.920 -2.722 4.835
19 C -0.233 -3.156 2.492
20 H -0.932 -3.878 2.941
21 H 0.752 -3.393 2.911
22 H -0.206 -3.350 1.416
23 C -2.478 -1.293 1.063
24 H -3.119 -2.150 1.321
25 H -1.903 -1.602 0.180
26 H -3.121 -0.455 0.758
27 C -2.302 1.623 -2.332
28 C -3.195 0.958 -1.553
29 C -3.990 -0.224 -2.058
30 C -3.459 -0.886 -3.382
31 C -2.292 -1.809 -3.207
32 C -1.169 -1.604 -2.514
33 C -0.751 -0.306 -1.954
34 C -1.098 0.939 -2.856
35 H -5.008 0.184 -2.207
36 H -3.317 -0.080 -4.126
37 H -4.151 -0.991 -1.279
38 H -1.267 0.591 -3.880
39 H -2.403 2.684 -2.550
40 H -3.582 1.425 -0.628
41 H -0.237 1.629 -2.908
42 H -1.259 -0.200 -0.982
43 H -0.516 -2.439 -2.240
44 H 0.341 -0.303 -1.753
45 H -4.287 -1.486 -3.784
46 H -2.359 -2.773 -3.705
47 P 2.378 -0.345 -3.141
48 P 3.788 -2.191 -1.143
49 C 3.987 -1.054 -3.785
50 C 4.820 -1.610 -2.613
51 H 4.537 -0.247 -4.293
52 H 3.766 -1.838 -4.527
53 H 5.497 -2.405 -2.968
54 H 5.442 -0.789 -2.211
55 C 5.112 -3.249 -0.410
56 H 4.660 -3.901 0.349
57 H 5.865 -2.610 0.067
58 H 5.612 -3.879 -1.157
59 C 2.845 -3.566 -1.961
60 H 3.387 -4.054 -2.781
61 H 1.877 -3.208 -2.335
62 H 2.653 -4.323 -1.187
63 C 2.692 1.470 -3.273
64 H 2.081 1.963 -2.502
65 H 2.401 1.860 -4.258
66 H 3.747 1.706 -3.078
67 C 1.338 -0.563 -4.676
68 H 1.927 -0.422 -5.605
69 H 0.564 0.222 -4.624
70 H 0.813 -1.544 -4.696
71 C -1.445 3.813 1.021
72 C -0.362 3.685 2.105
73 C 0.725 4.727 1.830
74 C -0.924 3.973 3.496
75 O 0.193 2.367 2.038
76 H -1.707 4.883 0.883
77 H -2.363 3.286 1.321
78 H -1.097 3.380 0.064
79 H 0.238 5.675 1.549
80 H 1.317 4.909 2.735
81 H 1.408 4.417 1.029
82 H -1.497 3.127 3.877
83 H -0.081 4.151 4.180
84 H -1.569 4.868 3.472

* E_LUMO (alpha / beta): -5.656 / -3.488 eV
* total charge: +1
* ⟨S²⟩: 15.943
* HOMO level (alpha / beta): -10.1 / -10.1 eV
* spin multiplicity: 8
* frontier orbital gap (alpha / beta): 0.16392 / 0.24362 hartree

***

#x
Below is a structure of composition C28H52GdOP2, with properties calculated with ωB97M-V with the def2-TZVPD basis set.

Element x y z (Å)
1 Gd 2.491 -0.230 1.370
2 C 2.261 0.130 3.864
3 C 1.208 -0.727 3.413
4 C 3.224 -1.824 3.084
5 C 3.502 -0.527 3.649
6 C 1.778 -1.959 2.968
7 C 2.001 1.429 4.541
8 H 1.084 1.340 5.146
9 H 1.825 2.224 3.797
10 H 2.818 1.739 5.218
11 C 4.851 0.090 3.847
12 H 4.866 0.695 4.761
13 H 5.117 0.744 3.011
14 H 5.629 -0.662 3.951
15 C 4.250 -2.721 2.497
16 H 5.175 -2.668 3.092
17 H 4.517 -2.451 1.456
18 H 3.908 -3.756 2.495
19 C 0.957 -3.079 2.454
20 H 0.799 -3.849 3.226
21 H 1.387 -3.559 1.564
22 H -0.036 -2.703 2.180
23 C -0.241 -0.479 3.546
24 H -0.709 -1.173 4.254
25 H -0.765 -0.592 2.595
26 H -0.442 0.544 3.884
27 C -1.603 2.434 0.260
28 C -1.904 2.331 1.568
29 C -3.066 1.577 2.170
30 C -3.825 0.520 1.328
31 C -3.022 -0.710 1.013
32 C -2.193 -0.935 -0.014
33 C -1.417 0.088 -0.783
34 C -2.048 1.515 -0.851
35 H -3.774 2.372 2.415
36 H -4.259 0.984 0.438
37 H -2.771 1.110 3.122
38 H -3.141 1.451 -0.893
39 H -0.898 3.205 -0.060
40 H -1.301 2.897 2.296
41 H -1.727 1.995 -1.803
42 H -0.368 0.188 -0.424
43 H -1.846 -1.964 -0.193
44 H -1.259 -0.300 -1.822
45 H -4.668 0.175 1.941
46 H -3.174 -1.543 1.717
47 P -2.299 -0.546 -3.825
48 P -1.390 -3.275 -4.549
49 C -2.911 -1.103 -5.508
50 C -2.123 -2.305 -6.000
51 H -2.795 -0.251 -6.190
52 H -3.984 -1.330 -5.418
53 H -2.793 -2.983 -6.546
54 H -1.307 -2.006 -6.678
55 C -0.818 -4.595 -5.707
56 H -0.490 -5.456 -5.122
57 H 0.020 -4.226 -6.309
58 H -1.641 -4.890 -6.370
59 C -2.988 -4.058 -4.137
60 H -3.553 -4.276 -5.044
61 H -3.585 -3.428 -3.482
62 H -2.774 -4.995 -3.624
63 C -1.427 0.951 -4.520
64 H -0.849 1.486 -3.751
65 H -2.186 1.612 -4.974
66 H -0.739 0.587 -5.302
67 C -3.942 0.129 -3.302
68 H -4.728 -0.473 -3.766
69 H -4.025 1.169 -3.652
70 H -4.079 0.067 -2.221
71 C 1.777 3.931 1.596
72 C 3.097 3.221 1.347
73 C 3.630 3.668 -0.008
74 C 4.114 3.540 2.436
75 O 2.880 1.814 1.311
76 H 1.909 5.013 1.457
77 H 1.411 3.777 2.618
78 H 1.012 3.596 0.882
79 H 3.750 4.756 -0.022
80 H 4.602 3.223 -0.228
81 H 2.924 3.410 -0.810
82 H 3.730 3.256 3.428
83 H 5.054 3.008 2.240
84 H 4.326 4.618 2.462

* E_LUMO (alpha / beta): -5.692 / -3.650 eV
* total charge: +1
* ⟨S²⟩: 16.058
* HOMO level (alpha / beta): -9.6 / -9.6 eV
* spin multiplicity: 8
* frontier orbital gap (alpha / beta): 0.14423 / 0.21929 hartree

***

Which structure loses on stability? #w does.